{"formula": "C10H25BClGaNO4S", "method": "ωB97M-V/def2-TZVPD", "species": ["Ga", "Cl", "S", "O", "O", "O", "O", "N", "C", "C", "C", "C", "C", "C", "C", "C", "C", "C", "B", "H", "H", "H", "H", "H", "H", "H", "H", "H", "H", "H", "H", "H", "H", "H", "H", "H", "H", "H", "H", "H", "H", "H", "H", "H"], "positions_angstrom": [[-0.464, -1.887, -0.113], [1.812, 3.290, -1.942], [-0.238, 3.196, -2.061], [2.459, -1.199, -1.013], [-0.362, 1.570, 2.493], [-0.754, 3.668, -0.818], [-0.609, 3.871, -3.266], [2.353, -3.383, 0.057], [-0.811, -0.621, 1.474], [-0.485, 1.462, -2.247], [-1.413, -1.284, -1.854], [-2.415, -0.114, -1.750], [-1.970, 1.148, -2.499], [-1.250, 2.659, 2.560], [-0.441, 0.822, 1.255], [2.943, -3.123, 1.378], [3.331, -3.883, -0.916], [-1.299, 3.151, 3.998], [1.651, -2.154, -0.389], [-2.569, 2.005, -2.183], [-0.662, -1.095, -2.626], [3.409, -2.129, 1.443], [3.364, -3.270, -1.819], [3.098, -4.908, -1.215], [-0.188, -0.982, 2.298], [-1.983, 2.539, 4.585], [1.955, -0.392, -1.026], [-0.311, 3.059, 4.444], [0.137, 1.171, -3.092], [-1.090, -3.329, 0.290], [4.349, -3.890, -0.516], [-1.961, -2.163, -2.196], [-1.149, 1.325, 0.595], [-2.119, 1.039, -3.570], [-2.247, 2.327, 2.243], [-1.631, 4.187, 4.043], [-1.848, -0.681, 1.822], [-3.353, -0.413, -2.228], [3.723, -3.853, 1.588], [2.171, -3.171, 2.146], [-2.669, 0.131, -0.718], [-0.949, 3.471, 1.891], [-0.083, 0.952, -1.374], [0.568, 0.882, 0.827]], "lowdin_charge": [0.465, 0.358, 0.325, 0.055, -0.164, -0.334, -0.342, -0.174, -0.267, -0.318, -0.290, -0.286, -0.222, -0.308, -0.321, -0.112, -0.115, -0.083, -0.584, 0.104, 0.029, 0.078, 0.068, 0.069, 0.043, 0.066, 0.034, 0.071, 0.102, -0.064, 0.070, 0.026, 0.081, 0.112, 0.118, 0.064, 0.042, 0.095, 0.071, 0.079, 0.086, 0.102, 0.064, 0.104], "orbital_gap_ev": 6.77, "total_charge": -1, "lumo_energy_ev": 2.62}

***

{"formula": "C51H39N2O3OsPSi", "method": "ωB97M-V/def2-TZVPD", "species": ["Os", "P", "Si", "O", "O", "O", "N", "N", "C", "C", "C", "C", "C", "C", "C", "C", "C", "C", "C", "C", "C", "C", "C", "C", "C", "C", "C", "C", "C", "C", "C", "C", "C", "C", "C", "C", "C", "C", "C", "C", "C", "C", "C", "C", "C", "C", "C", "C", "C", "C", "C", "C", "C", "C", "C", "C", "C", "C", "C", "H", "H", "H", "H", "H", "H", "H", "H", "H", "H", "H", "H", "H", "H", "H", "H", "H", "H", "H", "H", "H", "H", "H", "H", "H", "H", "H", "H", "H", "H", "H", "H", "H", "H", "H", "H", "H", "H", "H"], "positions_angstrom": [[12.768, 13.150, 12.481], [10.953, 11.953, 10.855], [14.558, 14.074, 13.980], [12.425, 11.848, 13.897], [12.482, 14.738, 11.289], [15.071, 12.021, 11.677], [11.320, 14.143, 13.681], [10.799, 13.317, 14.618], [12.608, 14.281, 17.680], [11.481, 17.746, 13.051], [12.245, 15.999, 11.530], [12.611, 10.622, 7.335], [10.090, 14.217, 9.448], [11.713, 10.953, 8.360], [12.412, 18.330, 10.944], [15.923, 17.545, 11.975], [10.086, 10.549, 11.675], [16.916, 13.292, 15.251], [15.686, 11.366, 14.398], [13.273, 16.026, 15.688], [10.713, 8.892, 16.218], [13.344, 13.845, 16.576], [10.500, 9.212, 11.576], [16.353, 16.977, 10.784], [12.523, 16.460, 16.792], [12.547, 16.996, 10.597], [12.118, 11.361, 9.535], [15.497, 16.719, 13.023], [9.089, 10.834, 12.606], [13.738, 14.717, 15.553], [7.894, 14.524, 8.507], [11.612, 16.363, 12.728], [13.544, 11.538, 9.819], [11.100, 15.418, 13.753], [8.437, 12.514, 9.832], [9.770, 9.258, 17.169], [14.402, 11.172, 8.754], [13.938, 10.710, 7.507], [9.937, 8.210, 12.347], [7.519, 13.353, 9.145], [12.000, 18.692, 12.228], [15.572, 15.331, 12.952], [16.257, 14.829, 11.802], [15.820, 12.761, 14.561], [17.871, 12.383, 15.690], [8.566, 9.873, 13.433], [8.940, 8.513, 13.243], [9.204, 14.961, 8.695], [12.141, 15.564, 17.786], [13.948, 11.986, 11.131], [16.629, 15.609, 10.772], [9.422, 10.606, 17.347], [17.664, 10.997, 15.593], [11.256, 9.838, 15.406], [11.369, 12.160, 14.665], [9.739, 12.954, 9.956], [9.896, 11.569, 16.477], [10.829, 11.146, 15.535], [16.594, 10.460, 14.895], [11.250, 8.961, 10.844], [11.998, 9.547, 14.663], [10.523, 15.770, 14.620], [16.988, 14.332, 15.394], [11.625, 15.914, 18.642], [9.578, 12.592, 16.560], [12.220, 17.504, 16.741], [8.610, 7.697, 13.853], [11.095, 14.557, 9.628], [10.668, 10.875, 8.025], [10.967, 17.966, 13.974], [16.612, 17.593, 9.937], [12.896, 16.713, 9.597], [12.401, 13.547, 18.483], [13.509, 12.761, 16.459], [7.791, 10.078, 14.174], [7.148, 15.042, 7.876], [11.058, 7.877, 16.172], [16.378, 9.379, 14.864], [18.347, 10.356, 16.199], [6.476, 12.963, 9.127], [15.803, 18.608, 12.039], [8.645, 10.867, 18.055], [14.758, 11.008, 13.933], [18.736, 12.700, 16.254], [12.633, 19.139, 10.246], [16.528, 13.781, 11.710], [15.022, 17.225, 13.862], [13.512, 16.804, 14.989], [8.756, 11.836, 12.760], [12.215, 10.248, 6.404], [11.890, 19.754, 12.495], [10.325, 7.205, 12.281], [15.445, 11.301, 9.003], [9.555, 15.881, 8.273], [14.688, 10.464, 6.801], [17.104, 15.176, 9.891], [9.324, 8.487, 17.792], [8.092, 11.585, 10.248]], "mulliken_spin": [1.793, 0.136, 0.048, 0.155, 0.128, 0.710, 0.020, 0.004, 0.003, -0.009, 0.032, 0.214, -0.008, -0.111, -0.005, -0.001, 0.003, -0.002, -0.026, -0.008, 0.000, -0.012, -0.001, 0.000, 0.004, 0.025, 0.156, 0.012, 0.011, 0.015, 0.003, -0.009, -0.136, 0.002, 0.001, 0.001, 0.285, -0.103, 0.004, -0.001, 0.012, 0.016, -0.009, -0.017, 0.000, -0.001, 0.000, -0.003, -0.003, 0.571, -0.004, 0.000, 0.001, 0.010, 0.034, -0.006, -0.003, 0.009, 0.002, -0.005, -0.003, 0.007, 0.000, 0.000, 0.000, 0.000, 0.000, -0.003, -0.001, 0.000, 0.000, 0.000, 0.000, -0.003, 0.000, 0.000, 0.000, 0.000, 0.000, 0.000, 0.000, 0.000, 0.031, 0.000, 0.000, -0.010, 0.001, -0.002, 0.004, 0.017, 0.000, 0.000, 0.032, 0.000, -0.004, 0.000, 0.000, 0.000], "spin_multiplicity": 5, "orbital_gap_ev": [4.94, 6.04], "total_charge": 0, "lumo_energy_ev": [-0.49, -1.58]}

***

{"formula": "H9OPSi3", "method": "ωB97M-V/def2-TZVPD", "species": ["P", "Si", "Si", "Si", "O", "H", "H", "H", "H", "H", "H", "H", "H", "H"], "positions_angstrom": [[-0.459, -0.110, -0.503], [-0.849, 2.076, 0.004], [3.229, -0.666, 0.158], [-2.317, -1.364, -0.101], [0.842, -0.592, 0.423], [-3.423, -0.794, -0.940], [-2.195, -2.742, -0.542], [3.337, 0.064, 1.440], [-2.244, 1.945, 0.474], [0.298, 2.485, 0.818], [3.723, 0.107, -0.971], [3.898, -1.832, -0.411], [-3.037, -1.527, 1.350], [-0.804, 2.951, -1.199]], "lowdin_charge": [0.299, 0.393, 0.854, 0.324, -0.845, -0.117, -0.149, -0.073, -0.123, -0.116, -0.125, -0.110, -0.091, -0.122], "orbital_gap_ev": 6.04, "total_charge": 0, "lumo_energy_ev": -1.25}

***

{"formula": "C11H9O2", "method": "ωB97M-V/def2-TZVPD", "species": ["O", "O", "C", "C", "C", "C", "C", "C", "C", "C", "C", "C", "C", "H", "H", "H", "H", "H", "H", "H", "H", "H"], "positions_angstrom": [[4.136, 1.330, -0.380], [4.653, -2.167, -0.471], [-0.198, 0.396, -0.365], [-2.348, -1.621, -0.231], [-1.931, -0.976, -1.436], [3.131, 0.766, 0.115], [-0.688, -0.242, 0.846], [0.871, 1.299, -0.474], [-0.907, -0.016, -1.495], [-1.738, -1.238, 0.885], [3.690, -1.550, -0.129], [1.957, 1.676, 0.476], [2.887, -0.654, 0.309], [2.284, 2.610, 0.155], [-2.987, -2.460, -0.291], [1.108, 1.607, -1.553], [1.897, -0.992, 0.463], [-0.250, -0.062, 1.767], [1.570, 1.601, 1.494], [-2.103, -1.758, 1.784], [-2.347, -0.989, -2.412], [-0.722, 0.430, -2.455]], "lowdin_charge": [0.001, 0.141, -0.325, -0.197, -0.111, -0.391, -0.064, -0.163, -0.099, -0.165, -0.147, -0.182, -0.030, 0.073, 0.059, 0.105, 0.099, 0.045, 0.110, 0.091, 0.063, 0.085], "orbital_gap_ev": 5.27, "total_charge": -1, "lumo_energy_ev": 3.37}

***

{"formula": "C10H30O11V", "method": "ωB97M-V/def2-TZVPD", "species": ["V", "O", "O", "O", "O", "O", "O", "O", "O", "O", "O", "O", "C", "C", "C", "C", "C", "C", "C", "C", "C", "C", "H", "H", "H", "H", "H", "H", "H", "H", "H", "H", "H", "H", "H", "H", "H", "H", "H", "H", "H", "H", "H", "H", "H", "H", "H", "H", "H", "H", "H", "H"], "positions_angstrom": [[11.216, -3.312, 21.664], [14.393, 1.278, 17.731], [11.506, -0.128, 23.742], [17.626, -6.880, 19.149], [14.445, -6.017, 15.446], [12.664, -5.298, 24.408], [4.168, -8.164, 22.858], [13.094, 0.926, 24.472], [10.144, -0.664, 19.207], [13.197, -0.323, 22.872], [9.851, -4.050, 21.794], [12.097, -4.062, 20.506], [18.362, -8.986, 19.654], [4.860, -5.927, 23.492], [3.914, -6.642, 21.192], [16.027, 1.342, 15.898], [12.517, 0.481, 23.487], [15.690, 0.872, 17.317], [16.764, -7.722, 21.200], [4.859, -7.015, 22.398], [16.006, -0.584, 17.416], [17.189, -8.042, 19.717], [18.009, -6.292, 19.805], [17.079, 1.201, 15.649], [13.120, -4.831, 25.108], [15.471, 0.937, 15.052], [15.816, -0.976, 18.415], [5.593, -5.138, 23.322], [9.690, -1.045, 18.456], [17.075, -0.761, 17.296], [17.528, -7.078, 21.636], [2.874, -6.494, 21.480], [19.215, -8.537, 20.164], [3.277, -7.854, 23.037], [15.764, 2.398, 15.830], [4.074, -5.584, 20.983], [16.504, 1.278, 17.918], [18.078, -10.000, 19.935], [18.676, -8.938, 18.611], [15.776, -7.267, 21.265], [15.097, -6.520, 15.935], [14.123, -5.369, 16.073], [14.283, 0.810, 18.562], [5.104, -6.409, 24.438], [10.254, 0.259, 18.978], [3.746, -7.359, 20.388], [16.282, -8.284, 19.163], [12.070, -5.894, 24.864], [3.937, -5.389, 23.707], [16.739, -8.557, 21.902], [15.375, -1.119, 16.706], [5.815, -7.281, 21.948]], "lowdin_charge": [0.935, -0.019, 0.069, -0.055, -0.056, -0.059, -0.086, 0.031, -0.057, 0.047, -0.486, -0.530, -0.065, -0.057, -0.077, -0.070, -1.062, -0.524, -0.040, -0.431, -0.079, -0.522, 0.089, 0.076, 0.030, 0.074, 0.082, 0.078, 0.027, 0.084, 0.071, 0.060, 0.083, 0.075, 0.072, 0.072, 0.126, 0.080, 0.075, 0.079, 0.023, 0.032, 0.090, 0.074, 0.027, 0.077, 0.137, 0.028, 0.075, 0.069, 0.087, 0.140], "orbital_gap_ev": 3.38, "total_charge": -1, "lumo_energy_ev": 0.63}

***

{"formula": "C4H11NOS", "method": "ωB97M-V/def2-TZVPD", "species": ["S", "O", "N", "C", "C", "C", "C", "H", "H", "H", "H", "H", "H", "H", "H", "H", "H", "H"], "positions_angstrom": [[-1.565, -1.968, 1.535], [-1.363, 1.648, 1.309], [0.393, -0.110, -1.446], [-0.091, -1.057, 0.824], [-0.441, 1.367, 0.277], [-0.515, -0.044, -0.298], [1.839, -0.137, -1.170], [0.413, -0.585, 1.659], [2.100, 0.159, -0.153], [-0.530, 2.080, -0.567], [0.162, -0.911, -2.010], [-1.520, -0.275, -0.646], [-2.336, -0.898, 1.773], [-2.176, 1.224, 1.070], [2.343, -1.049, -1.469], [0.558, 1.688, 0.603], [0.471, -1.877, 0.396], [2.258, 0.744, -1.687]], "lowdin_charge": [0.683, -0.046, -0.092, -0.469, -0.260, -0.403, -0.123, 0.068, 0.073, 0.123, 0.100, 0.127, -0.173, 0.058, 0.077, 0.122, 0.055, 0.078], "orbital_gap_ev": 9.55, "total_charge": 0, "lumo_energy_ev": 0.80, "smiles": "CN[C@H](CO)CS"}

***

Number 1: total energy -3559.77153 Eh. Number 2: total energy -3023.49183 Eh. Number 3: total energy -1290.29418 Eh. Number 4: total energy -574.97734 Eh. Number 5: total energy -2170.35570 Eh. Number 6: total energy -687.14345 Eh.